a) Below is a single C2N2OS molecule, with properties calculated with ωB97M-V/def2-TZVPD.

Last column: natural (NBO) charge in e.
Atoms and positions in Å:
S -1.32 2.41 1.86  0.110
O 1.25 -2.16 -1.77  -0.459
N 0.21 -0.59 -0.36  -0.558
N -0.66 1.26 1.10  -0.443
C -0.22 0.50 0.22  0.446
C 0.75 -1.41 -1.04  0.904

## Properties
Lowest unoccupied orbital energy in Eh: -0.01612
SMILES: O=C=NC#[N+][S-]
Highest occupied orbital energy in eV: -8.4
Frontier orbital gap in eV: 7.9

---

b) Below is a single C2N2OS molecule, with properties calculated with ωB97M-V/def2-TZVPD.

Last column: natural (NBO) charge in e.
Atoms and positions in Å:
S 1.74 -1.55 -1.46  0.154
O 0.09 1.12 1.71  -0.422
N 0.57 -0.73 -0.89  -0.392
N -1.46 0.48 -0.03  -0.403
C -0.25 -0.15 -0.24  0.307
C -0.68 0.83 0.90  0.756

## Properties
Lowest unoccupied orbital energy in Eh: -0.04061
SMILES: O=c1nc1N=S
Highest occupied orbital energy in eV: -8.7
Frontier orbital gap in eV: 7.6

---

Structures ranked by computed energy, the most stable listed first: a), b).

---

a) Below is a single C4H8OS2 molecule, with properties calculated with ωB97M-V/def2-TZVPD.

Last column: natural (NBO) charge in e.
Atoms and positions in Å:
S -1.29 1.75 -0.62  -0.196
S 2.13 0.00 -0.81  -0.089
O -2.23 -1.09 -0.50  -0.603
C -0.14 -1.12 0.61  -0.517
C -0.97 -1.41 -0.68  0.434
C 0.29 1.56 0.49  -0.506
C 0.80 0.08 0.47  -0.345
H 1.15 2.31 0.19  0.258
H 0.45 -2.16 0.59  0.251
H 1.69 0.78 -1.94  0.155
H -0.68 -1.99 -1.81  0.212
H -2.06 0.47 -0.46  0.234
H -0.76 -0.89 1.50  0.260
H 0.07 1.77 1.62  0.216
H 1.54 -0.07 1.33  0.235

## Properties
Lowest unoccupied orbital energy in Eh: -0.01058
SMILES: O=CC[C@@H](S)CS
Highest occupied orbital energy in eV: -8.8
Frontier orbital gap in eV: 8.5

---

b) Below is a 2-piece molecular cluster, C4H8OS2 overall, with properties calculated with ωB97M-V/def2-TZVPD.

Last column: natural (NBO) charge in e.
Atoms and positions in Å:
S -1.36 -1.24 -0.28  0.578
S 2.13 -1.43 0.37  -0.683
O -0.42 1.34 2.13  -0.514
C -0.63 -0.12 2.20  -0.135
C -0.71 -0.13 0.70  -0.121
C -0.14 1.24 0.73  -0.133
C -0.60 -0.72 -1.84  -0.778
H 3.45 -1.17 0.41  0.119
H 0.89 1.38 0.45  0.234
H -0.66 2.10 0.31  0.203
H 0.27 -0.62 2.72  0.258
H -1.16 -1.08 -2.78  0.249
H -1.58 -0.49 2.82  0.203
H -0.59 0.36 -2.05  0.239
H 0.41 -1.08 -1.73  0.281

## Properties
Lowest unoccupied orbital energy (alpha / beta) in Eh: -0.04237 / -0.07759
Highest occupied orbital energy (alpha / beta) in eV: -7.9 / -6.9
Frontier orbital gap (alpha / beta) in eV: 6.8 / 4.8

---

Structures ranked by computed energy, the most stable listed first: a), b).

---

a) Below is a 2-piece molecular cluster, C6H15NO2 overall, with properties calculated with ωB97M-V/def2-TZVPD.

Last column: natural (NBO) charge in e.
Atoms and positions in Å:
O -1.56 1.31 -0.49  -0.684
O -1.25 -1.07 -0.61  -0.672
N 0.42 0.25 0.81  -0.554
C -1.50 0.31 0.21  0.826
C -1.21 -1.07 -2.00  -0.242
C 1.07 -0.80 1.58  -0.425
C 1.29 0.55 -0.74  -0.157
C 2.59 1.19 -0.32  -0.645
C -2.62 -0.03 1.16  -0.695
H 2.07 -0.49 1.92  0.183
H 2.45 1.96 0.44  0.211
H 0.61 1.27 -1.20  0.238
H 3.02 1.68 -1.20  0.226
H -1.70 -0.20 -2.45  0.182
H 1.23 -1.65 0.93  0.210
H -0.15 -1.02 -2.31  0.135
H -3.56 0.03 0.62  0.249
H -2.69 0.74 1.93  0.215
H -1.62 -2.02 -2.35  0.180
H -2.50 -1.03 1.59  0.228
H 0.47 -1.14 2.42  0.209
H 1.44 -0.33 -1.35  0.209
H 0.40 1.12 1.34  0.368
H 3.29 0.45 0.07  0.208

## Properties
Lowest unoccupied orbital energy in Eh: 0.03117
SMILES: COC(C)=O.CCNC
Highest occupied orbital energy in eV: -8.8
Frontier orbital gap in eV: 9.6

---

b) Below is a 2-piece molecular cluster, C6H15NO2 overall, with properties calculated with ωB97M-V/def2-TZVPD.

Last column: natural (NBO) charge in e.
Atoms and positions in Å:
O -0.01 -1.77 -1.57  -0.594
O 0.61 0.64 2.76  -0.918
N -0.89 -0.32 -0.07  -0.657
C 0.16 -0.90 -0.80  0.696
C -2.28 -0.70 -0.20  -0.216
C 1.34 1.27 -0.62  -0.602
C -3.02 -0.39 1.13  -0.620
C 2.56 -0.51 -1.71  -0.612
C 1.55 -0.28 -0.59  -0.330
H 3.05 -1.50 -1.69  0.222
H -0.21 0.93 3.08  0.468
H 0.75 1.54 0.22  0.190
H -4.06 -0.90 1.16  0.224
H 1.96 -0.50 0.43  0.231
H -2.45 -1.77 -0.37  0.211
H -0.60 0.26 0.72  0.399
H 2.26 -0.20 -2.76  0.221
H 2.21 2.04 -0.57  0.211
H 1.08 1.36 2.59  0.460
H -2.71 -0.07 -0.98  0.189
H -3.24 0.73 1.10  0.199
H -2.42 -0.57 2.04  0.207
H 0.93 1.45 -1.69  0.214
H 3.44 0.16 -1.61  0.207

## Properties
Lowest unoccupied orbital energy in Eh: 0.01722
SMILES: CCNC(=O)C(C)C.O
Highest occupied orbital energy in eV: -9.3
Frontier orbital gap in eV: 9.8

---

c) Below is a 2-piece molecular cluster, C6H15NO2 overall, with properties calculated with ωB97M-V/def2-TZVPD.

Last column: natural (NBO) charge in e.
Atoms and positions in Å:
O -1.09 -2.27 1.14  -0.690
O 0.39 0.84 -1.82  -0.605
N 1.55 0.10 -1.43  -0.180
C 1.39 -1.32 -1.65  -0.425
C 2.26 0.52 -0.20  -0.427
C -0.64 -1.00 1.41  0.113
C -2.29 0.23 -0.02  -0.647
C -0.82 1.45 1.63  -0.622
C -1.21 0.14 1.02  -0.084
H 0.62 1.57 -2.39  0.471
H 1.74 0.27 0.73  0.177
H 0.73 -1.80 -0.92  0.173
H 0.99 -1.45 -2.65  0.209
H -1.75 -2.23 0.44  0.473
H 2.34 -1.83 -1.54  0.203
H 2.39 1.60 -0.21  0.201
H -1.89 0.61 -0.96  0.242
H -3.07 0.94 0.26  0.215
H -1.69 1.98 2.02  0.210
H -0.35 2.08 0.87  0.211
H -2.78 -0.73 -0.21  0.189
H -0.10 1.31 2.44  0.210
H 3.22 0.02 -0.21  0.205
H 0.04 -1.03 2.26  0.177

## Properties
Lowest unoccupied orbital energy in Eh: 0.02737
SMILES: CC(C)=CO.CN(C)O
Highest occupied orbital energy in eV: -8.1
Frontier orbital gap in eV: 8.9

---

Structures ranked by computed energy, the most stable listed first: b), a), c).